[1]
68
Properties=species:S:1:pos:R:3:mulliken_spin:R:1 method="wB97M-V/def2-TZVPD" e_above_lowest_ev=0.283 total_charge=-1 mol_weight_da=720.32 multiplicity=2 orbital_gap_ev="6.609 / 6.207"
Ru 0.291 0.359 0.496 -0.04
C 1.000 -1.486 3.695 -0.03
C 1.719 -1.812 2.429 0.00
C 2.798 -2.697 2.304 0.00
C 3.104 -2.723 0.959 0.00
C 4.186 -3.464 0.247 0.00
N 2.244 -1.900 0.340 0.00
N 1.388 -1.339 1.226 0.00
B 2.036 -1.613 -1.149 0.00
N 0.525 -1.722 -1.508 0.00
N -0.436 -0.931 -0.941 0.01
C -1.589 -1.235 -1.540 -0.02
C -2.902 -0.591 -1.249 0.03
C -1.370 -2.238 -2.496 0.00
C -0.025 -2.515 -2.445 0.00
C 0.753 -3.504 -3.250 0.00
N 2.514 -0.196 -1.455 0.00
N 1.704 0.836 -1.095 0.01
C 2.262 1.943 -1.587 0.01
C 1.690 3.310 -1.447 -0.04
C 3.447 1.617 -2.258 0.00
C 3.575 0.250 -2.146 0.00
C 4.669 -0.640 -2.634 0.00
H 1.073 -2.334 4.378 0.00
H -0.049 -1.272 3.504 0.03
H 1.434 -0.611 4.178 0.00
H 3.287 -3.237 3.097 0.00
H 4.654 -4.169 0.932 0.00
H 4.955 -2.780 -0.116 0.00
H 3.801 -4.014 -0.612 0.00
H 2.635 -2.415 -1.808 0.00
H -2.860 0.054 -0.380 -0.01
H -3.660 -1.356 -1.069 0.00
H -3.229 0.006 -2.103 0.00
H -2.106 -2.697 -3.135 0.00
H 0.077 -4.020 -3.931 0.00
H 1.238 -4.246 -2.615 0.00
H 1.532 -3.018 -3.839 0.00
H 0.639 3.264 -1.176 0.03
H 1.781 3.846 -2.393 0.00
H 2.235 3.858 -0.678 0.00
H 4.126 2.298 -2.743 0.00
H 5.253 -0.120 -3.391 0.00
H 4.281 -1.564 -3.063 0.00
H 5.342 -0.908 -1.817 0.00
O 1.049 1.207 2.462 0.01
C 0.822 2.509 2.973 0.01
C -0.640 2.908 2.782 -0.01
C -0.904 4.053 3.779 0.00
O -2.242 4.530 3.801 0.00
C -0.826 3.460 1.355 0.02
Se -1.360 2.172 0.001 0.46
C -1.565 1.749 3.173 -0.01
Se -1.707 0.198 1.987 0.56
H 2.042 1.155 2.299 0.00
H 1.487 3.214 2.472 0.00
H 1.058 2.516 4.047 0.00
H -0.210 4.877 3.565 0.00
H -0.701 3.701 4.791 0.00
H -2.534 4.653 2.892 0.00
H 0.128 3.869 1.022 0.00
H -1.555 4.274 1.312 0.00
H -2.581 2.116 3.302 -0.01
H -1.231 1.357 4.138 0.01
O 3.137 2.657 1.027 0.00
N 4.023 1.911 1.488 0.00
O 5.199 2.009 1.149 0.00
O 3.659 0.993 2.285 0.00



[2]
75
Properties=species:S:1:pos:R:3:lowdin_charge:R:1 method="wB97M-V/def2-TZVPD" smiles="C=C[PH2](S)B(O)O.O=C1OCCO1.O=C1OCCO1.O=C1OCCO1.O=C1OCCO1.O=C1OCCO1.O=C1OCCO1" total_charge=0 mol_weight_da=666.31 orbital_gap_ev=8.395
C -1.873 0.481 1.735 -0.05
C -1.662 -0.685 1.158 -0.36
P -0.144 -1.041 0.134 0.72
S 1.847 -1.614 -1.137 0.28
B -0.719 -0.339 -1.585 -0.91
O -0.904 -1.146 -2.671 0.09
O -0.952 1.001 -1.635 0.13
H -1.199 1.327 1.542 0.06
H -2.700 0.685 2.420 0.06
H -2.401 -1.486 1.281 0.06
H 0.707 -0.326 0.967 0.01
H -0.327 -2.414 0.283 -0.01
H 2.763 -1.188 -0.261 -0.26
H -0.937 -2.095 -2.462 0.10
H -1.010 1.375 -2.531 0.12
O -3.197 2.725 3.669 0.15
C -2.203 3.368 3.789 -0.58
O -1.283 3.551 2.819 0.04
C -0.345 4.548 3.256 -0.10
C -0.490 4.474 4.768 -0.11
O -1.837 4.014 4.916 0.06
H 0.641 4.308 2.879 0.13
H -0.659 5.512 2.855 0.13
H 0.179 3.737 5.214 0.13
H -0.386 5.427 5.278 0.13
O -3.215 -5.181 0.292 0.16
C -3.648 -4.287 -0.366 -0.56
O -2.874 -3.369 -0.999 0.03
C -3.710 -2.589 -1.863 -0.12
C -5.084 -2.761 -1.234 -0.07
O -4.945 -4.042 -0.591 0.08
H -3.352 -1.565 -1.885 0.11
H -3.667 -3.023 -2.864 0.14
H -5.281 -2.014 -0.466 0.14
H -5.898 -2.798 -1.950 0.13
O -6.293 -2.238 -4.531 0.17
C -5.367 -1.587 -4.896 -0.57
O -4.905 -1.509 -6.157 0.07
C -3.894 -0.491 -6.228 -0.09
C -3.433 -0.423 -4.778 -0.11
O -4.611 -0.818 -4.074 0.03
H -3.131 -0.807 -6.932 0.13
H -4.353 0.438 -6.565 0.13
H -2.626 -1.123 -4.549 0.12
H -3.156 0.574 -4.446 0.13
O 1.885 -8.971 1.900 0.16
C 1.060 -8.117 1.846 -0.58
O 1.139 -6.929 2.492 0.05
C 0.091 -6.078 2.021 -0.11
C -0.926 -7.080 1.494 -0.11
O -0.086 -8.186 1.138 0.06
H -0.264 -5.465 2.843 0.13
H 0.488 -5.443 1.227 0.13
H -1.619 -7.408 2.270 0.13
H -1.481 -6.740 0.626 0.10
O 3.213 4.679 0.940 0.13
C 3.126 3.887 0.047 -0.58
O 2.028 3.706 -0.709 0.06
C 2.368 2.839 -1.804 -0.09
C 3.581 2.101 -1.256 -0.09
O 4.108 3.062 -0.327 0.07
H 1.522 2.193 -2.018 0.11
H 2.608 3.458 -2.669 0.13
H 3.289 1.207 -0.707 0.10
H 4.344 1.856 -1.987 0.14
O 8.503 2.350 1.898 0.16
C 7.927 3.386 1.988 -0.58
O 8.171 4.326 2.932 0.06
C 7.456 5.516 2.592 -0.11
C 6.333 4.974 1.716 -0.12
O 6.938 3.797 1.167 0.05
H 7.122 6.001 3.504 0.13
H 8.126 6.180 2.044 0.13
H 5.451 4.682 2.286 0.12
H 6.030 5.629 0.905 0.13



[3]
66
Properties=species:S:1:pos:R:3:lowdin_charge:R:1 method="wB97M-V/def2-TZVPD" total_charge=+1 mol_weight_da=779.10 orbital_gap_ev=1.286
C -0.832 3.327 2.550 -0.05
C 0.409 2.572 2.055 -0.16
N 0.092 1.695 0.906 -0.03
C 0.628 0.329 0.991 -0.13
C -0.371 -0.738 0.517 -0.11
C -1.840 -0.448 0.829 -0.28
N -2.454 0.462 -0.123 -0.01
C -3.857 0.719 0.179 -0.20
C -4.170 2.130 0.677 -0.25
C -3.552 3.180 -0.209 -0.79
Cl -4.546 4.705 -0.081 0.56
C -2.542 -1.823 0.809 -0.75
O -2.708 -2.362 1.921 -0.06
O -2.854 -2.237 -0.312 -0.02
C 0.271 2.312 -0.287 -0.51
C 0.576 1.504 -1.528 -0.06
O 0.145 3.522 -0.424 0.02
H -1.696 2.726 2.277 0.05
H -0.902 4.301 2.080 0.07
H -0.823 3.402 3.631 0.08
H 1.209 3.263 1.812 0.12
H 0.754 1.959 2.879 0.12
H 0.917 0.096 2.005 0.10
H 1.543 0.219 0.412 0.11
H -0.239 -1.004 -0.532 0.10
H -0.148 -1.637 1.085 0.09
H -1.860 -0.036 1.837 0.15
H -2.364 0.075 -1.050 0.09
H -4.421 0.567 -0.744 0.13
H -4.266 0.013 0.901 0.13
H -3.915 2.293 1.721 0.11
H -5.253 2.240 0.635 0.10
H -3.633 2.881 -1.254 -0.22
H -2.531 3.418 0.098 0.04
H 1.446 0.859 -1.391 0.02
H -0.284 0.934 -1.866 0.06
H 0.835 2.226 -2.295 0.03
Br 1.770 1.702 -4.982 0.82
C 1.958 -0.011 -5.921 -0.68
C 0.735 -0.853 -5.751 -0.54
Br 0.677 -1.599 -3.924 0.85
H 2.867 -0.489 -5.527 0.02
H 2.133 0.231 -6.977 0.07
H 0.764 -1.706 -6.426 0.09
H -0.193 -0.311 -5.888 0.07
F 2.366 -0.849 3.469 0.06
C 2.006 -1.943 4.167 -0.27
C 2.653 -2.225 5.355 -0.10
C 2.270 -3.351 6.068 -0.06
C 1.265 -4.179 5.582 -0.11
C 0.639 -3.864 4.380 -0.14
C 1.000 -2.736 3.663 0.00
H 3.455 -1.528 5.733 -0.06
H 2.758 -3.579 7.005 0.12
H 0.980 -5.066 6.142 0.10
H -0.139 -4.501 3.978 0.06
H 0.508 -2.481 2.735 0.10
Na -1.741 -4.822 5.156 0.85
C 4.249 -1.419 -7.912 -0.35
O 3.496 -0.491 -8.488 -0.20
H 4.985 -1.033 -7.141 0.10
H 3.697 -2.205 -7.337 0.06
H 4.914 -1.984 -8.598 0.09
Be 2.476 -0.179 -3.400 0.41
Cl 3.344 0.095 6.825 -0.24
Cs -2.652 3.730 -2.695 1.24



Please write out number 2 again, unchanged.
75
Properties=species:S:1:pos:R:3:lowdin_charge:R:1 method="wB97M-V/def2-TZVPD" smiles="C=C[PH2](S)B(O)O.O=C1OCCO1.O=C1OCCO1.O=C1OCCO1.O=C1OCCO1.O=C1OCCO1.O=C1OCCO1" total_charge=0 mol_weight_da=666.31 orbital_gap_ev=8.395
C -1.873 0.481 1.735 -0.05
C -1.662 -0.685 1.158 -0.36
P -0.144 -1.041 0.134 0.72
S 1.847 -1.614 -1.137 0.28
B -0.719 -0.339 -1.585 -0.91
O -0.904 -1.146 -2.671 0.09
O -0.952 1.001 -1.635 0.13
H -1.199 1.327 1.542 0.06
H -2.700 0.685 2.420 0.06
H -2.401 -1.486 1.281 0.06
H 0.707 -0.326 0.967 0.01
H -0.327 -2.414 0.283 -0.01
H 2.763 -1.188 -0.261 -0.26
H -0.937 -2.095 -2.462 0.10
H -1.010 1.375 -2.531 0.12
O -3.197 2.725 3.669 0.15
C -2.203 3.368 3.789 -0.58
O -1.283 3.551 2.819 0.04
C -0.345 4.548 3.256 -0.10
C -0.490 4.474 4.768 -0.11
O -1.837 4.014 4.916 0.06
H 0.641 4.308 2.879 0.13
H -0.659 5.512 2.855 0.13
H 0.179 3.737 5.214 0.13
H -0.386 5.427 5.278 0.13
O -3.215 -5.181 0.292 0.16
C -3.648 -4.287 -0.366 -0.56
O -2.874 -3.369 -0.999 0.03
C -3.710 -2.589 -1.863 -0.12
C -5.084 -2.761 -1.234 -0.07
O -4.945 -4.042 -0.591 0.08
H -3.352 -1.565 -1.885 0.11
H -3.667 -3.023 -2.864 0.14
H -5.281 -2.014 -0.466 0.14
H -5.898 -2.798 -1.950 0.13
O -6.293 -2.238 -4.531 0.17
C -5.367 -1.587 -4.896 -0.57
O -4.905 -1.509 -6.157 0.07
C -3.894 -0.491 -6.228 -0.09
C -3.433 -0.423 -4.778 -0.11
O -4.611 -0.818 -4.074 0.03
H -3.131 -0.807 -6.932 0.13
H -4.353 0.438 -6.565 0.13
H -2.626 -1.123 -4.549 0.12
H -3.156 0.574 -4.446 0.13
O 1.885 -8.971 1.900 0.16
C 1.060 -8.117 1.846 -0.58
O 1.139 -6.929 2.492 0.05
C 0.091 -6.078 2.021 -0.11
C -0.926 -7.080 1.494 -0.11
O -0.086 -8.186 1.138 0.06
H -0.264 -5.465 2.843 0.13
H 0.488 -5.443 1.227 0.13
H -1.619 -7.408 2.270 0.13
H -1.481 -6.740 0.626 0.10
O 3.213 4.679 0.940 0.13
C 3.126 3.887 0.047 -0.58
O 2.028 3.706 -0.709 0.06
C 2.368 2.839 -1.804 -0.09
C 3.581 2.101 -1.256 -0.09
O 4.108 3.062 -0.327 0.07
H 1.522 2.193 -2.018 0.11
H 2.608 3.458 -2.669 0.13
H 3.289 1.207 -0.707 0.10
H 4.344 1.856 -1.987 0.14
O 8.503 2.350 1.898 0.16
C 7.927 3.386 1.988 -0.58
O 8.171 4.326 2.932 0.06
C 7.456 5.516 2.592 -0.11
C 6.333 4.974 1.716 -0.12
O 6.938 3.797 1.167 0.05
H 7.122 6.001 3.504 0.13
H 8.126 6.180 2.044 0.13
H 5.451 4.682 2.286 0.12
H 6.030 5.629 0.905 0.13